[1]
Density functional theory data (the ωB97M-V functional and the def2-TZVPD basis) for 8 unconnected molecules or ions with the total composition C55H84I2N10O7S3.

```
! RIJCOSX wB97M-V def2-TZVPD def2/J DEFGRID3
* xyz 0 1
C 4.75 -0.44 -0.91
C 3.98 -1.71 -1.19
I 5.19 -3.44 -0.65
C 3.47 -1.95 -2.63
I 4.97 -1.62 -4.15
C 2.14 -1.31 -2.93
C 1.06 -2.20 -2.90
C -0.25 -1.80 -3.12
C -1.32 -2.85 -2.97
C -2.16 -2.57 -1.69
C -1.64 -3.33 -0.47
S -1.04 -2.14 0.76
C -0.18 -3.19 1.90
S -0.75 -4.69 2.22
N 0.99 -2.62 2.41
C 1.88 -3.58 3.05
C 2.94 -4.08 2.31
C 3.85 -4.97 2.87
C 3.71 -5.35 4.20
C 2.64 -4.86 4.95
C 1.74 -3.97 4.37
C 0.74 -1.49 3.29
C -0.48 -1.25 3.91
C -0.61 -0.16 4.76
C 0.45 0.70 5.00
C 1.68 0.46 4.37
C 1.81 -0.63 3.52
C -0.50 -0.46 -3.43
C -1.93 -0.01 -3.64
C -2.39 1.11 -2.66
C -2.76 2.46 -3.29
N -4.20 2.76 -3.20
C 0.57 0.44 -3.50
C 1.88 0.02 -3.21
S 3.19 1.22 -3.19
C 2.58 2.44 -4.30
C 3.48 3.27 -4.96
C 3.04 4.28 -5.81
C 1.67 4.42 -5.99
C 0.77 3.57 -5.36
C 1.21 2.57 -4.50
N 0.23 1.78 -3.85
H 5.56 -0.24 -1.60
H 5.20 -0.52 0.08
H 4.06 0.40 -0.83
H 3.12 -1.74 -0.53
H 3.32 -3.02 -2.72
H 1.26 -3.23 -2.65
H -1.99 -2.87 -3.83
H -0.87 -3.83 -2.85
H -3.22 -2.74 -1.88
H -2.08 -1.50 -1.50
H -0.87 -4.05 -0.73
H -2.46 -3.89 -0.02
H 3.06 -3.78 1.27
H 4.69 -5.35 2.30
H 4.41 -6.02 4.67
H 2.50 -5.15 5.97
H 0.93 -3.60 4.97
H -1.31 -1.92 3.75
H -1.55 0.03 5.27
H 0.38 1.54 5.67
H 2.53 1.09 4.54
H 2.76 -0.82 3.04
H -2.04 0.33 -4.68
H -2.63 -0.83 -3.53
H -3.24 0.77 -2.07
H -1.57 1.28 -1.97
H -2.15 3.25 -2.84
H -2.47 2.44 -4.34
H -4.31 3.75 -3.41
H -4.65 2.30 -3.99
H 4.54 3.14 -4.80
H 3.75 4.93 -6.30
H 1.30 5.20 -6.64
H -0.28 3.72 -5.54
H -0.53 1.71 -4.52
C -6.12 0.34 7.91
N -4.86 0.12 7.22
C -4.16 -1.15 7.38
C -4.32 1.05 6.42
O -3.27 0.91 5.82
H -5.96 0.25 8.99
H -6.85 -0.41 7.60
H -6.51 1.32 7.69
H -3.17 -0.98 7.79
H -4.05 -1.64 6.41
H -4.73 -1.79 8.05
H -4.92 1.97 6.36
C 5.60 5.42 0.04
N 5.62 4.03 -0.40
C 4.80 3.63 -1.54
C 6.37 3.11 0.23
O 6.44 1.93 -0.08
H 4.58 5.70 0.32
H 5.94 6.06 -0.77
H 6.26 5.55 0.90
H 4.09 2.87 -1.24
H 5.44 3.22 -2.32
H 4.28 4.50 -1.91
H 6.94 3.53 1.08
C -11.64 1.86 7.28
N -10.27 1.73 7.72
C -9.92 0.69 8.67
C -9.30 2.55 7.27
O -8.13 2.49 7.60
H -12.29 2.06 8.14
H -11.97 0.94 6.80
H -11.74 2.68 6.58
H -9.49 1.14 9.57
H -9.18 0.02 8.24
H -10.81 0.13 8.93
H -9.66 3.30 6.56
C -6.42 -5.55 -0.10
N -6.26 -4.16 -0.49
C -6.54 -3.12 0.48
C -5.87 -3.80 -1.72
O -5.72 -2.66 -2.10
H -7.45 -5.74 0.20
H -5.75 -5.78 0.73
H -6.17 -6.20 -0.94
H -7.34 -2.47 0.11
H -5.65 -2.51 0.64
H -6.85 -3.57 1.42
H -5.68 -4.67 -2.38
C 8.70 6.08 5.53
N 7.76 6.03 4.44
C 6.50 5.33 4.62
C 8.00 6.61 3.25
O 7.23 6.59 2.30
H 9.00 5.07 5.81
H 8.25 6.57 6.40
H 9.59 6.64 5.23
H 6.41 4.52 3.89
H 5.66 6.01 4.47
H 6.45 4.91 5.62
H 8.98 7.12 3.21
C 6.49 -5.75 -3.93
N 6.88 -5.93 -5.31
C 7.01 -4.75 -6.16
C 7.12 -7.14 -5.85
O 7.45 -7.34 -7.00
H 5.51 -5.27 -3.87
H 7.22 -5.13 -3.41
H 6.44 -6.72 -3.43
H 6.32 -4.82 -7.00
H 8.02 -4.68 -6.55
H 6.77 -3.87 -5.57
H 7.00 -7.96 -5.12
C -3.99 3.66 -9.34
N -3.50 2.82 -8.27
C -4.31 1.70 -7.81
C -2.32 3.04 -7.67
O -1.86 2.36 -6.77
H -4.94 4.12 -9.05
H -4.15 3.06 -10.24
H -3.27 4.44 -9.56
H -4.55 1.82 -6.75
H -3.77 0.77 -7.93
H -5.24 1.66 -8.38
H -1.78 3.90 -8.09
*
```

Output
SMILES: C[C@H](I)[C@H](I)c1cc(CCCSC(=S)N(c2ccccc2)c2ccccc2)c(CCCN)c2c1Sc1ccccc1N2.CN(C)C=O.CN(C)C=O.CN(C)C=O.CN(C)C=O.CN(C)C=O.CN(C)C=O.CN(C)C=O
HOMO-LUMO gap in eV: 7.34
HOMO energy in eV: -7.03
Energy in Eh: -5010.3558

---

[2]
Density functional theory data (the ωB97M-V functional and the def2-TZVPD basis) for a molecular structure, C16H22CuN3S2Si2.

```
! RIJCOSX wB97M-V def2-TZVPD def2/J DEFGRID3
* xyz -1 2
Cu 0.45 1.25 0.63
C 0.00 -3.62 0.36
Si -0.25 -1.85 0.99
C -1.97 -1.77 1.72
C 1.00 -1.60 2.37
C 0.02 -0.60 -0.33
C 1.42 -0.58 -0.84
C 2.07 -1.46 -1.70
C 3.38 -1.20 -2.07
C 4.04 -0.08 -1.57
C 3.34 0.75 -0.72
N 2.08 0.50 -0.37
Si -1.22 -0.18 -1.63
C -2.90 0.25 -0.92
C -1.48 -1.57 -2.89
C -0.59 1.30 -2.61
H -0.15 -4.34 1.17
H 1.01 -3.77 -0.02
H -0.70 -3.86 -0.44
H -2.01 -2.40 2.62
H -2.73 -2.14 1.03
H -2.25 -0.76 2.01
H 0.91 -2.39 3.13
H 0.85 -0.64 2.86
H 2.03 -1.63 1.99
H 1.54 -2.32 -2.08
H 3.89 -1.88 -2.74
H 5.06 0.14 -1.84
H 3.78 1.65 -0.29
H -3.41 -0.62 -0.51
H -3.53 0.67 -1.71
H -2.81 0.99 -0.12
H -1.87 -2.48 -2.41
H -0.55 -1.84 -3.40
H -2.20 -1.27 -3.65
H -0.49 2.19 -1.97
H -1.29 1.55 -3.42
H 0.38 1.10 -3.06
S -1.07 1.88 2.21
C -0.29 3.43 2.15
S 1.02 3.48 1.02
C -0.67 4.49 2.93
C -1.76 4.39 3.85
N -2.63 4.33 4.60
C 0.00 5.75 2.86
N 0.55 6.76 2.81
*
```

Output
HOMO-LUMO gap (spin up / spin down) in eV: 7.06 / 7.28
HOMO energy (spin up / spin down) in eV: -4.58 / -5.01
Energy in Eh: -3803.1658

---

Number 1 is which compound?
C55H84I2N10O7S3

---

The highest energy belongs to which entry?
C16H22CuN3S2Si2

---

What is the formula in the second record?
C16H22CuN3S2Si2